(1)
The following is a quantum chemistry calculation of a structure of composition C16H44N2O6Y in a non-equilibrium geometry, from OMol25.

The geometry in ORCA input format:
```
! RIJCOSX wB97M-V def2-TZVPD def2/J DEFGRID3
* xyz 1 1
H 4.601 -1.444 2.127
C -0.219 5.246 -2.876
C -1.626 2.734 4.140
H 1.805 5.574 -1.999
H -1.199 1.820 4.552
O -4.405 1.279 -0.144
N 2.610 1.203 1.535
H -4.776 1.377 -1.024
H -1.143 3.600 4.595
H -0.070 -3.067 -2.231
H -0.751 5.788 -2.094
O -0.295 3.919 -2.499
C 3.552 0.409 2.318
H -2.469 -4.953 1.542
H -1.957 5.404 -4.057
H -0.812 6.730 -4.245
H -2.155 3.555 2.480
H 2.221 0.562 -4.336
H -6.367 1.706 0.429
H 2.903 0.748 -2.762
C 3.152 -2.991 1.002
C 1.226 5.792 -2.896
H 1.737 5.402 -3.776
H -2.690 2.737 4.377
H -5.260 1.575 1.773
H -0.816 -3.492 4.749
C 2.819 0.069 3.663
H 3.241 -0.639 -3.811
H 2.356 -3.569 0.533
H 1.079 -1.682 -4.676
H 4.481 0.966 2.441
O -1.656 -2.354 2.304
C 3.887 -0.852 1.554
H -2.175 -2.435 5.021
H -1.320 -0.982 -3.811
H 1.255 6.878 -2.984
H -0.835 -4.870 2.354
H -0.159 -4.572 -3.939
H -0.815 -3.507 -5.096
C 2.454 0.009 -3.426
H -2.340 -5.632 3.022
C -5.476 1.183 0.779
H -0.506 5.103 -5.001
C -1.916 -4.794 2.468
H 1.914 -2.716 -3.497
H -1.610 -4.011 -3.543
H -2.040 -1.906 -2.783
H 3.599 -0.535 4.127
H 2.009 -0.654 3.577
H 4.373 -0.600 0.612
C 1.152 -1.947 -3.622
C -2.217 -3.407 3.089
H 2.303 1.974 2.111
Y -0.502 0.607 -0.172
H 3.990 -3.125 0.318
N -1.158 -1.433 -2.922
H -5.564 0.103 0.894
O 2.825 -1.615 1.153
C -1.895 -3.409 4.620
H -2.366 -4.219 5.177
O 1.403 -0.760 -2.819
H -3.303 -3.393 2.999
H 2.568 0.969 4.224
C -0.159 -2.481 -3.146
C -0.898 5.649 -4.143
H 3.425 -3.418 1.967
C -0.705 -3.633 -4.019
H 3.341 1.660 1.009
O -1.657 2.768 2.711
*
```

Properties
HOMO energy, Eh: -0.3432
LUMO, eV: -5.78

***

(2)
The following is a quantum chemistry calculation of a structure of composition C53H45N12O4RbS, from OMol25.

The geometry in ORCA input format:
```
! RIJCOSX wB97M-V def2-TZVPD def2/J DEFGRID3
* xyz -2 1
C -1.247 -4.102 -1.890
H 2.633 1.948 1.000
Rb 0.031 1.052 -2.101
N -0.970 -1.603 -3.069
C -1.710 7.300 -4.021
H -1.771 9.298 -4.745
O -2.396 -6.231 9.974
H -1.000 7.525 -3.238
H -4.237 4.137 -6.164
C 0.427 6.385 -0.149
C -3.550 4.344 -5.348
H 4.132 -0.572 -6.885
H -2.708 -1.823 5.308
C 0.780 -2.380 -4.550
H -2.330 -0.926 -1.677
H -4.186 6.460 -6.854
H -1.887 -8.178 9.474
N 5.147 0.062 -2.508
H -3.574 -4.123 9.210
C 1.077 4.129 0.391
H -2.644 -3.105 -0.575
H -0.640 -7.268 10.362
H 7.635 -2.899 0.053
C -4.342 1.552 -0.507
C 4.687 -1.337 0.696
C -1.717 -7.430 10.254
C -1.797 -1.797 -2.048
C -2.419 1.115 0.835
N -0.476 -3.847 4.271
C -1.976 -3.025 -1.422
H -1.333 -5.076 -1.420
H 2.071 -4.063 -4.957
H 1.378 -4.582 2.302
C 5.575 -0.746 -1.479
C -1.617 -4.175 6.420
C -2.238 3.579 -3.405
N -1.974 -2.292 4.813
C 1.543 1.875 0.984
N 3.574 0.221 -0.934
C -1.737 4.917 -3.259
H -3.455 2.138 2.534
C 1.177 -3.730 1.664
N 3.645 0.293 -6.706
C -0.370 -3.910 -2.944
C -2.142 8.286 -4.872
C -2.094 -5.602 8.791
H -3.379 8.785 -6.579
C -1.778 -0.809 2.776
C -2.822 -4.453 8.505
H -2.188 2.090 0.384
C 1.848 5.979 1.735
H 5.545 0.171 -3.423
O -3.498 0.556 0.013
C -3.165 3.360 -4.515
C 1.844 -3.541 0.477
H -4.888 2.084 0.284
C -0.237 -2.635 -3.498
H -3.523 2.344 -4.628
H 7.450 -1.652 -2.077
C -3.494 6.712 -6.056
H 2.420 6.339 2.583
N 0.627 -1.526 0.067
O -1.962 2.627 -2.647
C -2.882 1.262 2.253
C 1.158 6.866 0.927
C -2.628 0.283 3.139
N -0.908 5.326 -2.242
C 1.809 4.614 1.472
H -0.538 -6.924 8.092
H -5.073 1.059 -1.151
H -0.146 -5.660 6.022
H 1.129 2.017 1.986
C -0.537 -2.896 3.279
N -1.295 0.258 0.660
C 2.670 0.199 -5.719
H -3.175 -2.866 7.142
C -1.097 -0.696 1.530
C -1.468 -1.913 3.589
N 1.261 -1.195 -4.623
H -3.016 0.350 4.154
C 6.691 -1.558 -1.311
C -3.074 5.688 -5.192
C 1.230 -3.530 -5.413
C -0.047 -1.698 1.214
H 3.389 1.238 -2.793
H 5.899 -2.717 1.785
H -2.120 -7.796 11.196
C 4.580 -0.625 -0.496
H 3.908 -1.269 1.443
H 0.421 -4.246 -5.565
H 1.250 0.895 0.620
C -1.124 -6.038 7.895
H 1.575 -3.145 -6.370
H 1.180 7.929 1.135
O 0.996 2.818 0.072
H 4.201 1.130 -6.652
C 3.949 0.599 -2.121
H 2.601 -4.237 0.135
C 1.536 -2.410 -0.287
S 2.167 1.683 -5.024
C 6.784 -2.253 -0.118
H 2.056 -2.217 -1.220
C -0.896 -5.327 6.726
C -1.343 -3.466 5.176
C 0.377 5.028 -0.440
H 2.350 3.928 2.107
N 2.259 -1.039 -5.542
C 0.209 -2.799 2.063
C -2.168 5.965 -4.143
C 5.795 -2.145 0.871
H -0.135 7.053 -0.787
C -3.047 8.003 -5.907
H 0.242 -4.727 -3.304
H -3.776 2.275 -1.106
N -0.373 4.454 -1.501
C -2.585 -3.753 7.337
*
```

Properties
HOMO energy, Eh: -0.0587
LUMO, eV: 3.12

***

(3)
The following is a quantum chemistry calculation of a structure of composition C26H43FN3O2P2PtS2Si2 in a non-equilibrium geometry, from OMol25.

The geometry in ORCA input format:
```
! RIJCOSX wB97M-V def2-TZVPD def2/J DEFGRID3
* xyz 0 2
C -2.870 2.658 0.958
H 4.637 -3.895 5.725
H 4.102 -1.240 0.095
C -3.329 1.920 -4.329
C -3.156 2.136 -2.841
H -2.575 1.224 -4.703
H -2.344 3.519 3.857
H -2.287 4.079 -1.121
C 3.723 -3.345 3.864
P -2.232 -0.346 -1.990
H 4.166 -2.920 -0.447
F -0.090 -4.538 -4.430
H -3.200 2.867 -4.856
C 2.061 -1.597 3.955
Si 0.907 -0.463 2.975
H 1.695 -0.802 5.927
H 2.685 -5.090 1.593
C -0.412 -3.205 -1.084
C -1.471 5.857 1.664
N -2.332 5.144 2.536
H -2.964 5.644 -0.569
H 0.983 -4.669 1.374
C -3.579 4.813 1.850
H 2.229 -1.417 -2.193
Si 2.454 -2.643 1.349
H -4.325 -2.077 -4.316
C 4.065 -2.278 0.430
H -1.471 -4.689 -2.250
C 2.262 -1.517 5.337
P -1.246 2.628 1.854
H -3.934 2.800 -2.454
H -0.510 6.062 2.134
H -4.319 1.534 -4.565
H -0.806 0.083 4.745
H 4.923 -2.451 1.084
H -2.171 2.568 -2.648
H 2.060 -4.694 -0.024
H 1.806 -2.797 -4.209
Pt 0.821 -1.120 0.650
C -0.663 -3.971 -2.217
C 2.797 -2.525 3.210
H 2.741 1.174 3.337
C -1.684 3.947 3.101
H 1.421 1.978 2.506
H 0.569 4.119 1.121
C -5.342 -1.703 -2.447
C -0.783 -0.540 3.845
H -4.221 4.261 2.534
C 0.622 -2.270 -1.046
H -5.092 -2.660 -1.989
S -0.266 0.798 -2.523
H -4.080 5.743 1.570
H -5.368 -0.939 -1.670
H 1.318 1.684 4.257
C 1.418 -2.136 -2.183
C 1.654 1.268 3.302
C 3.177 -2.338 5.974
O -3.277 0.940 -2.075
C 1.997 -4.447 1.036
N -1.183 5.052 0.399
H -0.987 -1.569 4.148
H -3.620 2.132 1.552
C 3.916 -3.254 5.232
C 0.149 -3.798 -3.317
C 1.192 -2.900 -3.324
H -4.528 -0.366 -3.930
H -0.773 4.254 3.620
S 0.118 0.795 -0.497
H -0.191 3.298 -0.250
N -3.370 4.011 0.649
H 3.321 -2.267 7.046
H 4.303 -4.069 3.299
C -4.324 -1.347 -3.508
C -2.522 4.695 -0.257
H -6.336 -1.779 -2.892
H -1.593 -0.223 3.186
H -1.037 -3.351 -0.211
H -2.755 2.093 0.031
H -1.936 6.787 1.334
O -3.004 -1.377 -2.957
H -0.655 5.637 -0.249
C -0.386 3.811 0.693
*
```

Properties
HOMO energy (alpha / beta), Eh: -0.2395 / -0.2463
LUMO (alpha / beta), eV: -0.76 / -0.84

***

(4)
The following is a quantum chemistry calculation of a structure of composition C20H23N3O5S2 in a non-equilibrium geometry, from OMol25.

The geometry in ORCA input format:
```
! RIJCOSX wB97M-V def2-TZVPD def2/J DEFGRID3
* xyz 0 1
S -4.000 -3.919 -2.593
H 0.573 0.605 -3.738
C -3.124 -1.873 -1.683
O -3.320 1.775 1.434
H 0.140 1.550 -2.297
H 1.227 3.709 3.051
H 4.351 -2.393 -3.493
N -0.228 -1.976 -4.154
O -0.402 0.563 2.935
O 0.649 2.235 4.408
H 1.552 -1.110 4.166
C 3.110 0.208 -0.083
C 1.607 0.076 -1.949
C 0.466 3.536 3.814
H -1.077 4.751 2.934
H 2.360 0.202 5.069
H -3.397 -0.691 1.181
H -5.115 1.321 0.542
C 2.422 -0.939 -2.447
H 0.639 4.254 4.613
H 1.396 1.481 -0.334
C 0.242 -3.075 -3.851
C -0.931 3.719 3.253
H -1.100 3.071 2.393
C -3.751 -0.315 0.213
C -2.251 -2.305 -2.773
C 1.417 -0.149 4.658
H 2.163 -1.380 -3.404
C -1.745 0.020 -1.318
C 3.901 -0.828 -0.561
O 0.914 -3.941 -3.492
H -1.683 3.468 4.002
C -0.841 -0.360 -2.386
C -2.836 -0.682 -0.931
O 1.944 1.289 2.542
C 3.554 -1.413 -1.782
C 0.342 0.542 -2.670
N -4.121 -2.722 -1.516
H 5.371 -2.593 -2.076
H 0.658 -0.227 5.432
H -2.450 1.358 1.429
C 4.330 -2.550 -2.408
H 4.779 -1.186 -0.031
C -1.091 -1.507 -3.072
H -3.816 1.689 -0.608
S 0.867 0.993 3.438
H 3.873 -3.528 -2.231
N -2.655 -3.413 -3.351
H -4.706 -0.827 0.049
C 1.985 0.664 -0.744
H -1.503 0.945 -0.794
C -4.047 1.203 0.349
H 3.358 0.675 0.863
*
```

Properties
HOMO energy, Eh: -0.3168
LUMO, eV: -0.53

***

In the order shown, the computed ΔE to the lowest compared entry with this formula, charge and spin values come out to 354.0, 8.3, 90.3, 35.3 kcal/mol.
In the order shown, the computed DFT total energy values come out to -1234.580029, -3427.099519, -3608.524946, -2112.749485 Ha.